Below is a cluster of 19 separate species, C73H133N19O3 in total at a distorted geometry, with properties calculated with ωB97M-V/def2-TZVPD.

```
228
Properties=species:S:1:pos:R:3:mulliken_charge:R:1
C -18.241 -11.164 28.639 -1.64
C -17.408 -10.097 28.021 0.10
C -15.934 -10.073 28.532 0.83
C -15.897 -9.872 29.960 0.15
N -15.904 -9.571 31.055 -0.61
H -18.140 -11.252 29.724 0.35
H -17.821 -12.104 28.341 0.39
H -19.287 -11.009 28.443 0.42
H -17.807 -9.109 28.123 0.16
H -17.396 -10.278 26.943 0.30
H -15.235 -9.443 28.036 -0.68
H -15.585 -11.125 28.422 0.14
C -12.121 -6.571 33.910 -0.73
C -13.686 -6.485 33.494 -0.48
C -14.247 -7.550 32.571 0.46
C -13.527 -7.580 31.323 -0.22
N -12.867 -7.532 30.384 0.26
H -11.443 -6.767 33.072 -0.19
H -12.014 -7.379 34.678 0.41
H -11.842 -5.587 34.414 0.36
H -13.868 -5.491 33.126 -0.06
H -14.275 -6.499 34.395 0.48
H -15.341 -7.339 32.384 -0.64
H -14.111 -8.609 32.957 0.46
C -10.898 -11.205 31.945 -0.94
C -11.288 -11.681 30.552 -0.57
C -11.754 -10.624 29.500 1.91
C -12.390 -11.338 28.369 -0.48
N -12.936 -11.686 27.421 -0.33
H -11.778 -10.879 32.542 0.27
H -10.345 -10.325 31.851 0.07
H -10.329 -11.976 32.572 0.33
H -12.095 -12.415 30.753 0.35
H -10.399 -12.244 30.121 0.33
H -10.921 -10.091 28.954 -0.28
H -12.477 -9.893 29.910 -0.65
C -15.930 -2.112 24.251 -0.51
C -15.956 -1.295 25.591 -0.51
C -14.540 -0.855 25.993 -0.86
C -13.695 -1.977 26.485 0.24
N -13.244 -2.972 26.895 -0.20
H -15.216 -2.954 24.231 -0.16
H -15.764 -1.425 23.375 0.37
H -16.894 -2.622 24.058 0.32
H -16.348 -1.944 26.397 0.33
H -16.572 -0.407 25.460 0.35
H -14.558 -0.136 26.785 0.38
H -14.138 -0.410 25.155 0.37
C -13.745 -2.173 31.633 -1.54
C -13.667 -3.448 30.915 0.10
C -12.247 -3.822 30.461 1.62
C -11.365 -3.856 31.653 -0.01
N -10.742 -3.986 32.618 -0.67
H -14.764 -1.756 31.566 0.46
H -13.043 -1.388 31.279 0.28
H -13.607 -2.310 32.688 0.37
H -14.280 -3.369 30.017 0.38
H -14.205 -4.313 31.393 -0.32
H -11.904 -3.025 29.765 0.39
H -12.198 -4.762 29.972 -1.06
C -14.672 -10.617 22.529 0.20
C -14.057 -10.366 21.106 0.08
C -15.110 -9.658 20.167 -0.82
C -15.857 -8.600 20.827 0.11
N -16.372 -7.755 21.437 -0.14
H -15.270 -9.752 22.903 0.07
H -13.847 -10.897 23.273 -0.55
H -15.392 -11.500 22.441 0.17
H -13.891 -11.277 20.622 0.45
H -13.158 -9.711 21.070 -0.32
H -15.925 -10.275 19.766 0.41
H -14.601 -9.198 19.281 0.37
C -8.688 -6.981 31.595 -1.55
C -9.169 -6.919 30.153 1.58
C -8.183 -7.564 29.068 1.41
C -7.972 -9.013 29.266 -0.05
N -7.878 -10.153 29.422 -0.65
H -7.753 -6.437 31.689 0.46
H -8.418 -8.047 31.865 0.34
H -9.448 -6.524 32.293 0.24
H -9.202 -5.868 29.790 -0.46
H -10.151 -7.371 30.064 -0.52
H -7.277 -6.891 29.101 0.45
H -8.569 -7.385 28.078 -1.10
C -11.433 -4.745 24.169 0.57
C -12.900 -4.729 23.567 -0.21
C -13.506 -5.996 23.121 2.04
C -12.915 -6.607 21.949 -0.19
N -12.579 -7.207 20.995 -0.77
H -11.372 -3.800 24.771 0.33
H -10.728 -4.607 23.344 0.14
H -11.215 -5.650 24.773 -0.90
H -12.995 -3.991 22.784 0.74
H -13.527 -4.293 24.361 -1.02
H -14.581 -5.887 22.829 0.60
H -13.443 -6.786 23.920 -1.30
C -9.598 -7.338 22.811 1.15
C -9.481 -7.013 21.332 -0.48
C -8.041 -6.758 20.889 -0.31
C -7.139 -7.735 21.414 0.17
N -6.344 -8.564 21.671 -0.68
H -9.015 -6.571 23.383 -0.03
H -9.293 -8.360 23.083 0.02
H -10.555 -7.128 23.124 -0.81
H -10.177 -6.246 21.117 0.60
H -9.801 -7.903 20.769 -0.20
H -7.594 -5.768 21.262 -0.05
H -8.017 -6.859 19.841 0.53
C -12.473 -8.100 25.806 -0.80
C -12.630 -7.526 27.187 1.24
C -13.355 -6.158 27.150 2.67
C -14.809 -6.306 27.120 -0.50
N -15.917 -6.561 27.031 -0.47
H -11.978 -9.042 25.868 0.65
H -11.895 -7.442 25.154 -0.32
H -13.418 -8.237 25.207 0.00
H -11.655 -7.418 27.679 -0.67
H -13.198 -8.220 27.790 -0.41
H -12.858 -5.537 26.383 -0.56
H -13.139 -5.680 28.114 -0.98
C -13.372 -15.776 24.639 -1.32
C -13.101 -14.420 25.277 -0.45
C -13.355 -13.282 24.321 0.46
C -12.814 -13.481 22.990 0.33
N -12.381 -13.622 21.952 -0.64
H -13.080 -16.640 25.231 0.39
H -12.849 -15.910 23.688 0.34
H -14.442 -15.919 24.445 0.32
H -11.988 -14.472 25.559 0.24
H -13.529 -14.188 26.278 0.32
H -13.011 -12.355 24.705 -0.20
H -14.431 -13.127 24.131 0.26
C -9.501 -10.245 19.371 -1.05
C -8.666 -10.835 20.533 0.55
C -9.386 -11.777 21.548 -0.81
C -10.375 -11.184 22.410 0.01
N -11.192 -10.686 23.040 0.01
H -10.421 -9.820 19.758 0.08
H -9.733 -10.976 18.560 0.38
H -8.906 -9.472 18.794 0.33
H -8.034 -10.113 21.068 -0.66
H -7.852 -11.444 20.143 0.46
H -8.672 -12.431 22.082 0.48
H -9.955 -12.476 20.972 0.31
C -20.919 -6.692 31.398 -1.37
C -19.805 -7.700 31.125 -0.15
C -18.507 -7.502 32.013 -0.46
C -17.696 -6.361 31.620 0.44
N -17.112 -5.379 31.414 -0.53
H -21.675 -6.869 30.619 0.35
H -20.577 -5.669 31.365 0.37
H -21.388 -6.775 32.323 0.38
H -19.434 -7.668 30.084 0.09
H -20.072 -8.724 31.342 0.36
H -17.905 -8.393 32.028 0.18
H -18.826 -7.437 33.077 0.40
C -9.845 -2.576 17.813 -1.17
C -8.889 -1.646 18.612 -0.49
C -8.013 -2.284 19.642 -0.20
C -8.816 -2.893 20.733 0.20
N -9.543 -3.320 21.523 -0.42
H -10.343 -2.036 16.993 0.35
H -10.589 -3.027 18.453 0.32
H -9.274 -3.390 17.350 0.29
H -9.456 -0.795 19.010 0.32
H -8.234 -1.279 17.865 0.37
H -7.326 -1.586 20.158 0.09
H -7.413 -3.041 19.119 0.32
C -20.431 -4.794 20.982 -1.24
C -19.168 -5.653 20.897 0.29
C -18.031 -5.058 20.027 -0.33
C -17.283 -4.036 20.632 0.33
N -16.714 -3.289 21.321 -0.52
H -20.853 -4.795 19.955 0.33
H -20.170 -3.755 21.180 0.32
H -21.098 -5.182 21.777 0.34
H -19.382 -6.653 20.505 0.31
H -18.713 -5.846 21.899 -0.26
H -18.495 -4.700 19.068 0.33
H -17.299 -5.861 19.832 0.07
C -18.976 -8.961 23.504 -1.15
C -18.175 -7.987 24.314 0.44
C -18.988 -7.151 25.282 -0.16
C -19.703 -8.020 26.213 0.09
N -20.191 -8.755 26.975 -0.56
H -18.387 -9.256 22.629 0.24
H -19.869 -8.445 23.155 0.32
H -19.263 -9.881 24.093 0.37
H -17.780 -7.152 23.692 -0.20
H -17.344 -8.423 24.945 -0.03
H -19.617 -6.495 24.675 0.45
H -18.316 -6.525 25.925 0.19
C -7.525 -0.085 22.497 0.01
O -6.815 0.177 21.550 -0.60
N -7.326 -0.992 23.462 0.30
C -8.473 -1.425 24.230 -0.87
C -6.080 -1.640 23.683 -0.83
H -8.524 0.377 22.598 0.34
H -9.074 -0.524 24.327 0.37
H -8.217 -1.776 25.257 0.15
H -9.025 -2.296 23.702 0.26
H -5.178 -1.076 23.401 0.33
H -5.995 -1.957 24.747 0.31
H -5.954 -2.537 23.039 0.24
C -7.296 -4.526 27.668 0.40
O -6.109 -4.543 28.021 -0.72
N -8.308 -3.889 28.274 0.38
C -9.666 -3.864 27.735 0.50
C -8.057 -3.151 29.504 -1.16
H -7.675 -4.932 26.720 0.23
H -9.761 -4.687 26.995 -0.36
H -9.903 -2.920 27.228 0.55
H -10.378 -4.094 28.542 -0.83
H -8.725 -3.557 30.284 0.25
H -6.995 -3.226 29.719 0.36
H -8.240 -2.115 29.271 0.40
C -8.580 -8.307 25.514 -0.26
O -8.945 -7.246 25.967 -0.48
N -7.322 -8.621 25.156 0.60
C -7.055 -9.916 24.660 -0.90
C -6.195 -7.695 25.330 -0.83
H -9.320 -9.182 25.305 0.03
H -6.693 -9.860 23.608 0.23
H -7.906 -10.577 24.647 0.29
H -6.268 -10.477 25.179 0.34
H -6.520 -6.714 25.653 0.09
H -5.591 -8.159 26.204 0.31
H -5.739 -7.547 24.291 0.30
```

The HOMO energy comes out at -9.29 eV. For the total energy, the calculation gives -112307.59329 eV. The value obtained for the frontier orbital gap is 9.6 eV. The largest force on an atom is 0.088 hartree/bohr. As for the LUMO energy: 0.313 eV.